(1)
# C6H6N2O

A single C6H6N2O molecule (ωB97M-V with the def2-TZVPD basis set, the Open Molecules 2025 dataset).

Positions of all 15 atoms, in Å:
O (0.344, -0.359, -2.345)
N (0.251, 2.066, -0.553)
N (-1.626, -0.047, -1.254)
C (-1.237, -0.675, 2.116)
C (1.719, -0.894, 0.103)
C (-0.418, -0.474, 1.258)
C (0.863, 1.563, 0.352)
C (0.553, -0.173, 0.257)
C (-0.286, -0.121, -1.355)
H (-2.052, 0.300, -0.412)
H (1.827, -1.634, -0.678)
H (2.629, -0.606, 0.613)
H (1.551, 1.887, 1.127)
H (-1.961, -0.794, 2.881)
H (-2.158, -0.039, -2.110)

Force components x, y, z for each atom (eV/Å):
O 0.06 0.19 0.15
N 0.19 0.93 0.21
N -0.02 0.09 -0.05
C 0.24 0.21 -0.31
C 1.92 -0.75 -0.17
C -0.12 0.27 0.89
C -0.17 -1.28 -0.26
C -2.60 1.69 -2.49
C 0.69 -1.23 1.72
H 0.04 -0.07 -0.01
H -0.07 0.22 -0.21
H -0.06 -0.20 0.31
H -0.08 -0.02 0.07
H -0.10 -0.15 0.09
H 0.08 0.11 0.06

The net charge is 0. The multiplicity is 1. As for the gap between HOMO and LUMO (spin up / spin down): 8.10 / 8.53 eV. Its LUMO energy (spin up / spin down) is -0.0288 / -0.0147 Ha. The calculation puts the largest force on an atom at 3.97 eV/Å. As for the total energy: -416.7640 Ha. The value obtained for the energy above the lowest of the compared OMol25 structures with the same formula, charge and spin is 550.6 kJ/mol.

Here are the natural (NBO) charges for atoms 1 to 5, given in e: -0.597 -0.252 -0.830 -0.210 -0.238

---

(2)
# C6H12

2 unconnected molecules or ions with the total composition C6H12 (ωB97M-V with the def2-TZVPD basis set, the Open Molecules 2025 dataset).

Positions of all 18 atoms, in Å:
C (-0.586, -0.616, 1.711)
C (-0.527, -2.173, -0.845)
C (-0.158, 1.482, 0.399)
C (1.275, 1.714, 0.062)
C (-0.486, -0.004, 0.472)
C (-0.548, -0.668, -0.774)
H (-1.524, -2.523, -0.588)
H (1.933, 1.705, 0.969)
H (1.075, 0.853, -1.951)
H (-0.645, -0.094, -1.715)
H (-0.583, -1.674, 1.881)
H (1.487, 0.613, -0.526)
H (-0.848, 0.042, 2.601)
H (0.164, -2.600, -0.124)
H (-0.441, 2.051, 1.305)
H (-0.335, -2.485, -1.859)
H (-0.716, 1.823, -0.437)
H (1.464, 2.555, -0.581)

Force components x, y, z for each atom (eV/Å):
C -0.58 1.80 -0.36
C 0.02 1.02 -0.10
C -1.22 -0.02 0.64
C 2.16 -3.69 0.60
C 0.60 0.41 1.83
C 0.48 -0.38 -1.11
H -0.27 -0.13 0.10
H -0.48 0.35 -0.71
H -0.83 -1.57 0.00
H -0.59 -0.20 0.76
H -0.32 -0.36 -0.15
H 0.54 3.66 1.17
H 0.86 -0.95 -1.16
H 0.18 -0.18 -0.13
H -0.15 -0.43 -0.37
H 0.26 -0.28 -0.15
H -0.84 0.78 -0.65
H 0.16 0.16 -0.20

The net charge is 0. The multiplicity is 1. As for the gap between HOMO and LUMO: 5.26 eV. Its LUMO energy is -0.0565 Ha. The calculation puts the largest force on an atom at 4.32 eV/Å. As for the total energy: -235.5581 Ha. The value obtained for the energy above the lowest of the compared OMol25 structures with the same formula, charge and spin is 683.0 kJ/mol.

Here are the natural (NBO) charges for atoms 1 to 5, given in e: -0.339 -0.681 -0.441 -0.626 -0.100

---

(3)
# C4H10N

2 unconnected molecules or ions with the total composition C4H10N (ωB97M-V with the def2-TZVPD basis set, the Open Molecules 2025 dataset).

Positions of all 15 atoms, in Å:
N (-1.231, 0.267, -0.010)
C (-2.522, 0.999, -0.092)
C (-0.984, -0.856, -0.626)
C (2.746, -0.201, 0.991)
C (2.589, -0.236, -0.342)
H (-2.515, 1.831, 0.673)
H (-0.539, 0.555, 0.625)
H (2.324, -1.260, -0.719)
H (-0.082, -1.387, -0.664)
H (2.679, 0.528, -1.129)
H (-2.534, 1.480, -1.105)
H (-1.831, -1.597, -0.777)
H (-3.387, 0.259, -0.050)
H (2.649, 0.715, 1.609)
H (2.639, -1.096, 1.616)

Force components x, y, z for each atom (eV/Å):
N -0.80 -2.66 -1.96
C -0.49 0.29 -0.28
C -3.40 -0.34 2.10
C -1.58 1.04 0.25
C -0.37 -1.77 0.16
H -0.27 -1.31 -0.74
H 1.63 1.32 0.42
H 0.82 0.94 -0.07
H 1.87 0.25 0.33
H -0.13 0.00 0.92
H -0.03 -0.39 0.93
H 0.47 1.72 -1.09
H 1.12 1.12 0.29
H 1.01 -0.32 -0.70
H 0.15 0.11 -0.57

The net charge is +1. The multiplicity is 1. As for the gap between HOMO and LUMO: 7.63 eV. Its LUMO energy is -0.2200 Ha. The calculation puts the largest force on an atom at 4.01 eV/Å. As for the total energy: -212.8019 Ha. The value obtained for the energy above the lowest of the compared OMol25 structures with the same formula, charge and spin is 310.9 kJ/mol.

Here are the natural (NBO) charges for atoms 1 to 5, given in e: -0.386 -0.452 0.143 -0.378 -0.427

---

Number 2 is which compound? C6H12